Here is C42H50N4O5SSbSe4Tc as an isolated structure in a non-equilibrium geometry from the Open Molecules 2025 dataset. Energies are from ωB97M-V with the def2-TZVPD basis set.

The geometry in ORCA input format:
```
! wB97M-V def2-TZVPD RIJCOSX def2/J DEFGRID3
* xyz 2 1
Sb -1.222 2.458 -5.031
Tc 0.018 0.785 -1.965
Se 0.384 3.691 -6.296
Se -0.719 2.927 -2.522
Se -3.553 2.085 -5.467
Se -0.203 0.208 -4.152
S 1.090 -2.823 -2.516
O -1.862 0.229 -1.767
O -2.141 -1.924 -0.870
O 1.297 -2.339 -3.843
O 2.248 -3.039 -1.706
O 1.099 2.085 -0.854
N 4.063 -0.364 -1.545
N 2.101 0.372 -2.236
N -0.331 0.335 0.178
N 0.016 -1.750 -1.719
C 4.137 -0.434 3.730
C -1.497 -0.115 0.527
C -1.055 -2.417 -1.394
C 2.760 -0.252 -1.279
C 2.947 1.359 -4.435
C -1.987 -4.793 -1.226
C 4.746 3.260 0.379
C 0.299 -5.561 -2.699
C -4.370 -0.949 -2.907
C -6.208 -0.439 -1.311
C -5.149 0.170 3.554
C 3.050 0.688 -3.222
C -3.018 -0.794 4.422
C 2.779 4.287 -0.747
C 1.446 1.807 0.353
C 5.449 0.346 -3.540
C 2.969 1.237 5.197
C 1.885 -0.941 4.690
C -4.755 -0.114 -1.672
C -1.744 -6.128 -1.523
C -0.620 -6.506 -2.248
C -3.836 -0.359 -0.493
C 2.769 0.167 4.112
C 1.106 0.208 2.190
C 5.328 0.993 -4.752
C -1.060 -3.859 -1.658
C -4.666 1.389 -2.009
C -3.391 -0.554 1.936
C 4.290 0.197 -2.791
C -2.055 -0.287 1.803
C 3.191 4.783 1.650
C 0.052 -4.245 -2.384
C 0.717 0.738 0.978
C -4.024 -0.846 3.272
C 4.096 1.492 -5.190
C 3.280 3.688 0.571
C -4.621 -2.266 3.196
C 2.829 1.899 2.271
C -2.326 -0.450 -0.712
C 2.201 0.770 2.844
C 2.491 2.474 1.066
C -4.256 -0.503 0.771
H 3.571 4.439 2.612
H 2.022 1.773 -4.806
H 2.158 5.105 1.791
H 0.896 -0.561 4.958
H 4.589 -0.898 4.606
H -2.216 -1.524 4.288
H 2.903 3.595 -1.579
H -2.849 -4.488 -0.649
H 4.706 -0.932 -1.019
H 4.818 0.332 3.358
H 2.319 -0.627 -0.372
H -3.375 -0.704 -3.273
H 5.206 2.962 1.322
H 3.779 5.646 1.342
H 3.662 2.325 2.813
H 2.346 -1.325 5.599
H 6.399 -0.023 -3.177
H 3.349 0.760 6.099
H -6.001 0.042 2.888
H 6.203 1.125 -5.373
H 1.733 4.588 -0.688
H -5.046 1.994 -1.185
H -6.313 -1.475 -0.985
H -2.426 -6.890 -1.170
H -5.074 -0.730 -3.711
H -6.591 0.223 -0.534
H -1.433 -0.146 2.672
H -4.782 1.193 3.462
H -5.353 -2.359 2.394
H 3.366 5.177 -0.973
H 1.167 -5.853 -3.273
H 4.812 2.424 -0.321
H -3.837 -3.010 3.047
H -5.123 -2.488 4.138
H 3.690 1.999 4.902
H 4.022 -1.198 2.957
H 0.599 -0.660 2.581
H -5.258 1.591 -2.902
H 1.778 -1.783 4.004
H -6.831 -0.297 -2.193
H 4.033 1.991 -6.147
H -0.437 -7.553 -2.447
H -5.503 0.027 4.574
H -2.591 0.204 4.533
H 2.026 1.727 5.442
H -3.524 -1.038 5.355
H 5.316 4.095 -0.029
H -3.639 1.696 -2.211
H -4.409 -2.015 -2.680
H -5.321 -0.528 0.953
*
```

Calculated values
M   1258.552 g mol⁻¹
HOMO-LUMO gap (spin up / spin down)   3.204 / 3.192 eV
ΔE to the lowest compared entry with this formula, charge and spin   89.23 kcal per mole
HOMO (spin up / spin down)   -12.49 / -12.48 eV

Mulliken atomic charge list, values in e, 5 entries: 0.502 0.156 -0.376 -0.255 -0.309